11 unconnected molecules or ions with the total composition C71H79IN3. Source: OMol25; level of theory: ωB97M-V/def2-TZVPD.

Total energy: -3214.30995 a.u.
E_HOMO: -0.3638 Ha
HOMO-LUMO gap: 6.70 eV
Net charge: +1

Last columns: bonded neighbours and bond lengths (Å).
Positions of all 154 atoms, in Å:
1 C -0.33271 2.63168 13.50157  N2 1.504, H16 1.154, H17 1.153, H18 1.145
2 N -0.51551 1.33711 12.75762  C1 1.504, C3 1.489, H19 1.028
3 C -1.74691 1.48866 11.93415  N2 1.489, N4 1.501, H20 1.159, H21 1.152
4 N -1.77122 0.67534 10.67243  C3 1.501, N5 1.425, C6 1.510, C10 1.525
5 N -3.10697 0.59742 10.18341  N4 1.425, H22 1.030, H23 1.031
6 C -1.20002 -0.71682 10.79472  N4 1.510, C7 1.603, H24 1.159, H25 1.155
7 C -1.70682 -1.55738 12.06237  C6 1.603, C8 1.637, I9 2.177, H26 1.140
8 C -0.69428 -2.83847 12.18112  C7 1.637, H27 1.152, H28 1.144, H29 1.148
9 I -3.71199 -2.38710 11.88355  C7 2.177
10 C -0.99699 1.35133 9.54634  N4 1.525, C11 1.578, C15 1.549
11 C -1.37601 1.05095 8.04460  C10 1.578, C12 1.572, H30 1.144
12 C -0.61331 1.73559 6.85278  C11 1.572, C13 1.555, H31 1.150
13 C 0.57522 2.70739 7.10142  C12 1.555, C14 1.547, H32 1.140
14 C 0.95090 3.01157 8.57129  C13 1.547, C15 1.575, H33 1.154
15 C 0.16034 2.35768 9.76679  C10 1.549, C14 1.575, H34 1.139
16 H 0.67445 2.65658 14.06465  C1 1.154
17 H -1.13962 2.79837 14.30766  C1 1.153
18 H -0.34948 3.55825 12.82939  C1 1.145
19 H 0.31614 1.09965 12.20107  N2 1.028
20 H -2.64048 1.27379 12.64080  C3 1.159
21 H -1.86485 2.59299 11.62737  C3 1.152
22 H -3.23373 -0.24027 9.59793  N5 1.030
23 H -3.77777 0.50823 10.96117  N5 1.031
24 H -0.04914 -0.59190 10.84362  C6 1.159
25 H -1.38220 -1.37803 9.86573  C6 1.155
26 H -1.62955 -1.01873 13.06421  C7 1.140
27 H 0.37499 -2.49345 11.92836  C8 1.152
28 H -1.01208 -3.60041 11.38929  C8 1.144
29 H -0.69985 -3.25644 13.24997  C8 1.148
30 H -2.23052 0.35548 7.73804  C11 1.144
31 H -0.90415 1.54614 5.75629  C12 1.150
32 H 1.11736 3.15497 6.20433  C13 1.140
33 H 1.83011 3.73550 8.75477  C14 1.154
34 H 0.49898 2.67728 10.80601  C15 1.139
35 C 1.49715 -2.81189 4.11940  C36 1.391, C40 1.393, H41 1.085
36 C 0.62754 -2.24886 5.04828  C35 1.391, C37 1.392, H42 1.085
37 C 0.88390 -0.98166 5.56339  C36 1.392, C38 1.392, H43 1.084
38 C 2.00547 -0.27327 5.14202  C37 1.392, C39 1.392, H44 1.085
39 C 2.87328 -0.83468 4.21033  C38 1.392, C40 1.391, H45 1.085
40 C 2.62223 -2.10531 3.70185  C35 1.393, C39 1.391, H46 1.085
41 H 1.29891 -3.80139 3.72032  C35 1.085
42 H -0.25065 -2.79864 5.37171  C36 1.085
43 H 0.21001 -0.54609 6.29207  C37 1.084
44 H 2.20282 0.71693 5.54031  C38 1.085
45 H 3.74678 -0.28155 3.88075  C39 1.085
46 H 3.30185 -2.54499 2.97954  C40 1.085
47 C 1.05950 -2.71858 -1.90523  C48 1.392, C52 1.392, H53 1.085
48 C 1.03127 -3.02165 -0.54735  C47 1.392, C49 1.392, H54 1.086
49 C 0.79380 -2.01689 0.38582  C48 1.392, C50 1.392, H55 1.085
50 C 0.57473 -0.70992 -0.04007  C49 1.392, C51 1.392, H56 1.085
51 C 0.59929 -0.40768 -1.39817  C50 1.392, C52 1.391, H57 1.085
52 C 0.84583 -1.41057 -2.33072  C47 1.392, C51 1.391, H58 1.085
53 H 1.24808 -3.50173 -2.63247  C47 1.085
54 H 1.19537 -4.04222 -0.21589  C48 1.086
55 H 0.77847 -2.25212 1.44465  C49 1.085
56 H 0.38479 0.07274 0.68718  C50 1.085
57 H 0.42690 0.61114 -1.73025  C51 1.085
58 H 0.87027 -1.17345 -3.38896  C52 1.085
59 C -6.65478 4.12887 7.14216  C60 1.392, C64 1.392, H65 1.085
60 C -5.29092 4.09858 6.86729  C59 1.392, C61 1.392, H66 1.085
61 C -4.46512 3.20062 7.53672  C60 1.392, C62 1.392, H67 1.085
62 C -5.00533 2.32521 8.47511  C61 1.392, C63 1.392, H68 1.087
63 C -6.37051 2.35338 8.74705  C62 1.392, C64 1.391, H69 1.086
64 C -7.19450 3.25771 8.08411  C59 1.392, C63 1.391, H70 1.085
65 H -7.29762 4.83146 6.62240  C59 1.085
66 H -4.87103 4.77626 6.13095  C60 1.085
67 H -3.40040 3.18192 7.32694  C61 1.085
68 H -4.36084 1.62075 8.99441  C62 1.087
69 H -6.79252 1.66989 9.47746  C63 1.086
70 H -8.25725 3.28311 8.30015  C64 1.085
71 C -3.13520 -2.15567 -7.13480  C72 1.392, C76 1.392, H77 1.085
72 C -3.71429 -2.16924 -5.86879  C71 1.392, C73 1.392, H78 1.085
73 C -2.92818 -2.40781 -4.74562  C72 1.392, C74 1.392, H79 1.085
74 C -1.56027 -2.62335 -4.88710  C73 1.392, C75 1.392, H80 1.085
75 C -0.98070 -2.60606 -6.15252  C74 1.392, C76 1.392, H81 1.086
76 C -1.76849 -2.37653 -7.27673  C71 1.392, C75 1.392, H82 1.085
77 H -3.74895 -1.97307 -8.01062  C71 1.085
78 H -4.77969 -1.99444 -5.75790  C72 1.085
79 H -3.38086 -2.42492 -3.75979  C73 1.085
80 H -0.94663 -2.80454 -4.01112  C74 1.085
81 H 0.08645 -2.77256 -6.26258  C75 1.086
82 H -1.31734 -2.36852 -8.26328  C76 1.085
83 C 1.96866 0.27796 -6.52697  C84 1.392, C88 1.392, H89 1.085
84 C 1.09868 0.84103 -5.59782  C83 1.392, C85 1.392, H90 1.086
85 C 1.35471 2.10797 -5.08247  C84 1.392, C86 1.392, H91 1.085
86 C 2.47617 2.81660 -5.50369  C85 1.392, C87 1.392, H92 1.085
87 C 3.34408 2.25536 -6.43548  C86 1.392, C88 1.392, H93 1.085
88 C 3.09314 0.98420 -6.94428  C83 1.392, C87 1.392, H94 1.085
89 H 1.77055 -0.71143 -6.92618  C83 1.085
90 H 0.22013 0.29106 -5.27440  C84 1.086
91 H 0.67989 2.54389 -4.35321  C85 1.085
92 H 2.67322 3.80648 -5.10550  C86 1.085
93 H 4.21748 2.80885 -6.76496  C87 1.085
94 H 3.77284 0.54460 -7.66668  C88 1.085
95 C 4.68589 -5.23931 2.18514  C96 1.391, C100 1.392, H101 1.085
96 C 5.74252 -6.01910 2.64509  C95 1.391, C97 1.391, H102 1.085
97 C 6.83556 -6.26666 1.82055  C96 1.391, C98 1.392, H103 1.085
98 C 6.87637 -5.72583 0.53850  C97 1.392, C99 1.391, H104 1.085
99 C 5.82138 -4.94293 0.07996  C98 1.391, C100 1.391, H105 1.085
100 C 4.72401 -4.70289 0.90113  C95 1.392, C99 1.391, H106 1.085
101 H 3.83174 -5.04917 2.82729  C95 1.085
102 H 5.71372 -6.43504 3.64703  C96 1.085
103 H 7.65623 -6.88011 2.17682  C97 1.085
104 H 7.73083 -5.91484 -0.10269  C98 1.085
105 H 5.85415 -4.52008 -0.91896  C99 1.085
106 H 3.89883 -4.09675 0.54117  C100 1.085
107 C 6.17148 3.17691 -9.14015  C108 1.392, C112 1.392, H113 1.085
108 C 5.12745 2.62255 -9.87434  C107 1.392, C109 1.392, H114 1.085
109 C 5.39516 1.92381 -11.04771  C108 1.392, C110 1.392, H115 1.085
110 C 6.70872 1.77108 -11.48199  C109 1.392, C111 1.392, H116 1.085
111 C 7.75298 2.32243 -10.74545  C110 1.392, C112 1.391, H117 1.085
112 C 7.48463 3.02889 -9.57714  C107 1.392, C111 1.391, H118 1.085
113 H 5.96229 3.72464 -8.22706  C107 1.085
114 H 4.10360 2.73581 -9.53207  C108 1.085
115 H 4.58050 1.49741 -11.62340  C109 1.085
116 H 6.91789 1.22225 -12.39427  C110 1.085
117 H 8.77716 2.20201 -11.08304  C111 1.085
118 H 8.29852 3.46312 -9.00639  C112 1.085
119 C -6.97006 -5.87434 -8.96088  C120 1.392, C124 1.392, H125 1.085
120 C -6.65484 -5.15458 -7.81234  C119 1.392, C121 1.392, H126 1.085
121 C -5.32441 -4.90274 -7.49118  C120 1.392, C122 1.392, H127 1.084
122 C -4.30885 -5.36271 -8.32438  C121 1.392, C123 1.392, H128 1.085
123 C -4.62423 -6.07923 -9.47482  C122 1.392, C124 1.392, H129 1.085
124 C -5.95435 -6.33896 -9.79119  C119 1.392, C123 1.392, H130 1.085
125 H -8.00734 -6.07341 -9.20924  C119 1.085
126 H -7.44709 -4.79011 -7.16629  C120 1.085
127 H -5.07866 -4.34774 -6.59278  C121 1.084
128 H -3.27162 -5.16215 -8.07641  C122 1.085
129 H -3.83226 -6.43642 -10.12526  C123 1.085
130 H -6.19959 -6.90225 -10.68520  C124 1.085
131 C -10.43063 3.11475 2.63470  C132 1.392, C136 1.392, H137 1.085
132 C -9.96993 4.22899 1.93999  C131 1.392, C133 1.391, H138 1.085
133 C -8.88308 4.95094 2.42332  C132 1.391, C134 1.392, H139 1.085
134 C -8.25030 4.55248 3.59728  C133 1.392, C135 1.391, H140 1.085
135 C -8.70868 3.43614 4.29002  C134 1.391, C136 1.392, H141 1.085
136 C -9.80136 2.71953 3.81149  C131 1.392, C135 1.392, H142 1.085
137 H -11.28022 2.55411 2.25926  C131 1.085
138 H -10.45907 4.53551 1.02119  C132 1.085
139 H -8.52834 5.82342 1.88502  C133 1.085
140 H -7.39946 5.11267 3.97178  C134 1.085
141 H -8.21420 3.12471 5.20419  C135 1.085
142 H -10.16188 1.85248 4.35466  C136 1.085
143 C 8.32771 4.08941 -16.46535  C144 1.392, C148 1.392, H149 1.085
144 C 7.54023 4.12622 -15.31869  C143 1.392, C145 1.392, H150 1.085
145 C 8.03535 3.62852 -14.11714  C144 1.392, C146 1.392, H151 1.084
146 C 9.32288 3.10257 -14.06049  C145 1.392, C147 1.392, H152 1.085
147 C 10.11172 3.06918 -15.20641  C146 1.392, C148 1.391, H153 1.085
148 C 9.61309 3.55845 -16.40979  C143 1.392, C147 1.391, H154 1.085
149 H 7.94003 4.47447 -17.40272  C143 1.085
150 H 6.53898 4.54258 -15.36162  C144 1.085
151 H 7.41894 3.65138 -13.22535  C145 1.084
152 H 9.71118 2.71890 -13.12292  C146 1.085
153 H 11.11614 2.66052 -15.16156  C147 1.085
154 H 10.22625 3.52729 -17.30406  C148 1.085